This record from the Open Molecules 2025 dataset describes the molecule C3H4N2O3 at a distorted geometry. The level of theory is ωB97M-V/def2-TZVPD.

Geometry as XYZ:
```
12
Properties=species:S:1:pos:R:3:forces:R:3:lowdin_charge:R:1
C 0.74879 0.52979 0.20879 -2.088 -0.951 -1.316 -0.281
C 0.00115 0.03472 1.37952 -3.790 -0.885 -5.316 0.008
C -1.23533 -0.47961 0.96001 2.554 2.020 2.435 -0.010
H 3.49332 0.62233 -1.15372 -2.658 -0.056 0.398 0.136
H 0.56843 -0.03591 2.19508 1.346 -0.607 3.656 0.058
H -1.96386 -0.90000 1.78879 1.091 0.693 -2.706 0.158
H -2.45321 -0.65119 -1.85838 -2.268 1.802 -2.096 0.069
N 2.02824 0.44767 0.17081 -0.906 0.880 -1.718 0.055
N -1.54047 0.02702 -0.38043 0.459 1.712 1.381 -0.143
O 2.46747 0.62162 -1.17672 2.220 0.046 0.559 -0.090
O -1.85485 -0.94643 -1.24344 2.727 -2.981 1.876 0.044
O -0.25968 0.73000 -0.89032 1.312 -1.674 2.847 -0.004
```
Forces are in eV/Å.

Net charge: 0
SMILES: O/N=c1/ccn(O)o1
Energy above the lowest of the compared OMol25 structures with the same formula, charge and spin in eV: 7.438
HOMO-LUMO gap in Ha: 0.3312
HOMO in eV: -8.71
LUMO energy in eV: 0.3